Here is a cluster of 2 separate species, C2HN3O3 in total in a non-equilibrium geometry from the OMol25 dataset. Energies are from the ωB97M-V functional and the def2-TZVPD basis.

Geometry as ORCA input:
```
! wB97M-V def2-TZVPD RIJCOSX def2/J DEFGRID3
* xyz 0 3
O 2.99 0.84 0.21
O 0.76 -1.66 -0.55
O -0.82 1.17 0.87
N -2.61 0.69 -0.54
N 1.28 -0.69 0.34
N 0.60 -1.67 0.88
C -1.66 0.90 0.11
C 2.53 -0.24 0.18
H -3.07 0.66 -1.51
*
```

Values from the calculation:
F_max (eV/A): 4.33
Lowest unoccupied orbital energy (alpha / beta) (eV): -0.38 / -1.77
Energy relative to the best compared isomer or geometry (same formula, charge and spin) (kcal/mol): 71.0
⟨S²⟩: 2.01
HOMO level (alpha / beta) (eV): -8.244 / -10.869
Total energy (Eh): -466.49672
Gap between HOMO and LUMO (alpha / beta) (eV): 7.861 / 9.101

Here is a structure of composition C49H51Cl2N4O7PSSiW from the OMol25 dataset. Energies are from the ωB97M-V functional and the def2-TZVPD basis.

Geometry as ORCA input:
```
! wB97M-V def2-TZVPD RIJCOSX def2/J DEFGRID3
* xyz 0 3
W -0.11 -0.36 -0.26
Cl 2.52 1.95 -6.28
Cl 4.92 2.33 -4.24
S -1.28 -1.35 1.74
P 0.14 -2.51 -1.62
Si -1.96 0.58 2.19
O 3.09 2.42 0.35
O -1.77 1.06 3.72
O 1.97 -1.84 -0.36
O -1.65 1.73 -3.67
O -1.09 1.49 1.07
O -3.53 0.88 1.84
O 3.36 -2.77 1.13
N 1.58 0.91 -0.54
N 1.46 -0.36 1.74
N -0.29 0.61 -2.16
N -2.29 -0.44 -0.97
C -4.70 -0.41 3.51
C 3.42 -0.08 3.70
C -0.05 3.47 0.17
C -4.90 -0.24 -2.00
C 3.33 0.83 2.66
C 1.05 1.33 -4.12
C 1.37 -2.87 -5.53
C -4.69 0.86 2.68
C 0.87 1.11 -2.76
C 2.36 0.63 1.70
C -3.30 -1.22 -0.50
C -2.49 3.06 -0.17
C -1.52 -3.06 -2.20
C -4.58 -1.16 -1.01
C -0.81 -0.60 5.20
C 1.87 -4.14 -0.13
C -2.14 -2.51 -3.32
C 2.37 1.43 0.45
C 1.08 -2.31 -3.19
C -0.96 0.88 4.89
C -1.72 1.58 6.02
C 2.47 -2.83 0.29
C 2.30 1.72 -4.57
C -2.61 0.35 -2.01
C -4.10 -3.84 -2.94
C -1.61 3.63 2.10
C -3.52 -4.36 -1.79
C 2.54 -1.15 3.72
C -2.24 -3.96 -1.42
C 0.39 1.55 4.66
C 0.36 -5.34 -1.55
C 3.16 1.70 -2.32
C 2.26 -1.58 -3.25
C -3.42 -2.90 -3.69
C 1.98 -6.54 -0.23
C -3.88 0.52 -2.52
C 1.91 1.30 -1.86
C 2.53 -2.12 -5.58
C 1.57 -1.25 2.73
C 0.65 -2.97 -4.35
C 0.95 -6.53 -1.17
C 2.98 -1.49 -4.43
C 0.80 -4.13 -1.02
C -1.46 0.99 -2.71
C 3.34 1.89 -3.68
C -1.32 2.92 0.79
C -4.70 2.10 3.57
C -5.89 0.90 1.75
C 2.44 -5.34 0.28
H 0.85 1.17 3.76
H -4.05 -5.08 -1.18
H -3.06 -1.90 0.29
H 1.06 1.37 5.50
H -5.09 -4.16 -3.23
H 0.60 -7.46 -1.60
H -0.25 -1.12 4.42
H 0.80 3.42 0.85
H -5.91 -0.16 -2.38
H -3.37 2.52 0.17
H 3.27 -5.30 0.97
H -6.82 0.94 2.32
H -3.85 -0.44 4.19
H -1.92 2.61 5.75
H -2.74 4.12 -0.25
H -1.61 -1.79 -3.94
H -0.43 -5.36 -2.29
H 4.18 0.03 4.46
H -5.61 -0.47 4.11
H 0.87 -2.07 2.73
H -5.59 2.11 4.19
H 4.00 1.67 2.54
H 0.26 2.63 4.56
H 3.99 1.85 -1.65
H -1.79 -1.07 5.29
H -0.29 -0.73 6.15
H -3.82 2.13 4.21
H -4.71 3.00 2.95
H -0.25 -3.58 -4.34
H 3.09 -2.04 -6.50
H -5.32 -1.84 -0.60
H -2.54 3.30 2.55
H -0.22 4.52 -0.07
H 2.43 -7.47 0.07
H 1.01 -3.39 -6.41
H -2.22 2.73 -1.17
H -5.85 1.78 1.11
H -4.00 1.21 -3.34
H 0.25 1.17 -4.82
H -1.80 -4.37 -0.52
H -5.92 0.02 1.11
H 0.21 2.95 -0.75
H -2.67 1.08 6.22
H 2.61 -1.92 4.47
H -3.87 -2.47 -4.57
H 2.64 -1.09 -2.36
H -1.69 4.70 1.91
H -4.66 -1.29 2.87
H -0.80 3.46 2.81
H -1.13 1.56 6.93
H 3.89 -0.91 -4.45
*
```

Values from the calculation:
F_max (eV/A): 0.91
Lowest unoccupied orbital energy (alpha / beta) (eV): -0.38 / -0.71
Energy relative to the best compared isomer or geometry (same formula, charge and spin) (kcal/mol): 0.0
⟨S²⟩: 2.02
HOMO level (alpha / beta) (eV): -7.430 / -7.807
Total energy (Eh): -4660.38206
Gap between HOMO and LUMO (alpha / beta) (eV): 7.052 / 7.093